DFT (wB97M-V/def2-TZVPD) results for 2 unconnected molecules or ions with the total composition C2H10N3.

The value obtained for the electronic energy is -6696.748 eV. For the maximum force, the calculation gives 1.79 eV/Å. The gap between HOMO and LUMO is 7.29 eV. The total charge is +1.

Atoms and positions in Å:
1 H 2.6290 0.4436 1.2852
2 N -1.6865 -0.3280 0.3612
3 H -1.9828 1.7788 0.1503
4 H 1.6348 -0.7074 -1.2638
5 H 1.6721 -1.5444 0.3900
6 H -1.3448 0.9597 -1.2925
7 H 2.5775 1.2237 -0.2553
8 N -0.8235 -1.4029 0.0688
9 H -1.6834 -0.2447 1.3900
10 H -0.2919 1.2314 0.1038
11 C -1.3087 1.0046 -0.2082
12 H -2.6687 -0.5188 0.0822
13 N 2.3488 0.4192 0.3142
14 H -0.9243 -1.6457 -0.9157
15 C 1.8523 -0.6690 -0.2104